{
  "formula": "CH12O4",
  "method": "the ωB97M-V functional and the def2-TZVPD basis",
  "symbols": ["H", "H", "H", "O", "H", "H", "H", "O", "O", "H", "H", "H", "H", "C", "O", "H", "H"],
  "coordinates": [[0.191584, -0.498325, 1.775435], [0.855591, 1.064738, -0.522014], [2.710904, -0.992637, 1.421019], [1.493085, 0.644648, -1.185246], [-0.469767, 1.187382, 1.298598], [-1.028424, 1.932719, 0.071159], [-1.688555, 0.175352, -1.611787], [1.805465, -0.767912, 1.186317], [-0.532073, -0.084633, 2.338159], [-1.513039, -1.105673, -2.801257], [-0.543100, -1.087564, -1.182693], [-2.233258, -1.465697, -1.191753], [0.882952, 0.449646, -1.905792], [-1.464588, -0.893423, -1.733144], [-0.209720, 1.821778, 0.567992], [1.883037, -0.458787, 0.262876], [-0.140095, 0.078395, 3.212125]],
  "atomic_forces_ev_per_a": [[-0.6, 0.4, 1.3], [0.8, 0.0, -0.5], [-0.1, -0.1, 0.3], [-0.9, 0.3, 0.7], [0.3, 0.5, -0.3], [0.1, 0.2, 0.0], [-0.1, -0.2, 0.0], [0.5, -0.1, -0.4], [0.5, -0.5, -0.3], [0.5, -0.3, 0.2], [0.2, -0.2, -0.7], [0.1, 0.2, -0.4], [0.3, -0.2, -0.2], [-0.8, 0.4, 0.8], [-0.5, -0.3, 0.2], [-0.2, 0.1, -0.1], [-0.1, -0.2, -0.5]],
  "mulliken_charge": [0.445, 0.427, 0.297, -0.745, 0.447, 0.318, 0.189, -0.682, -0.725, 0.306, 0.162, 0.291, 0.278, -0.938, -0.766, 0.376, 0.320],
  "e_lumo_ev": 0.7,
  "largest_force_ev_per_a": 1.43,
  "smiles": "C.O.O.O.O",
  "charge": 0,
  "de_lowest_kj_mol": 19.4,
  "e_tot_ha": -346.25679,
  "orbital_gap_ev": 11.9
}